Entry 1:
Entry from the OMol25 dataset: a structure of composition C45H59MoNO4PS2Si2Te in a non-equilibrium geometry (ωB97M-V/def2-TZVPD).

Results
LUMO (spin up / spin down)   -6.32 / -7.58 eV
Molar mass   1052.790 g mol⁻¹
Maximum force   4.50 eV/A
Energy   -4158.47285 a.u.

ORCA input file:
```
! wB97M-V def2-TZVPD RIJCOSX def2/J DEFGRID3
* xyz 2 2
Mo -0.410 0.001 -0.486
O 1.144 0.178 -1.092
C 2.266 0.973 -1.244
C 2.514 1.560 0.174
C 1.398 2.401 0.727
C 1.684 3.686 1.178
C 0.695 4.428 1.798
C -0.560 3.866 1.937
C -0.792 2.578 1.471
C -2.152 1.967 1.678
C -2.754 1.539 0.319
O -1.982 0.462 -0.072
C -2.541 2.705 -0.646
C -3.247 3.883 -0.429
C -3.016 4.987 -1.228
C -2.089 4.925 -2.255
C -1.399 3.748 -2.492
C -1.622 2.645 -1.684
C -4.226 1.148 0.346
C -4.880 1.001 -0.876
C -6.215 0.641 -0.912
C -6.906 0.412 0.269
C -6.252 0.535 1.482
C -4.915 0.900 1.524
N 0.173 1.865 0.865
C 3.512 0.173 -1.616
C 4.568 0.793 -2.270
C 5.721 0.082 -2.548
C 5.822 -1.248 -2.174
C 4.773 -1.865 -1.514
C 3.618 -1.157 -1.230
C 1.963 1.992 -2.337
C 2.348 3.325 -2.279
C 2.150 4.159 -3.370
C 1.572 3.671 -4.530
C 1.168 2.345 -4.590
C 1.365 1.514 -3.502
H 3.446 2.123 0.171
H 2.646 0.692 0.836
H 2.677 4.092 1.068
H 0.905 5.413 2.183
H -1.350 4.417 2.419
H -2.802 2.690 2.166
H -2.057 1.083 2.319
H -3.983 3.930 0.360
H -3.561 5.899 -1.043
H -1.912 5.788 -2.876
H -0.692 3.692 -3.305
H -1.076 1.695 -1.895
H -4.338 1.180 -1.800
H -6.719 0.560 -1.862
H -7.950 0.140 0.240
H -6.776 0.353 2.406
H -4.418 0.992 2.476
H 4.490 1.829 -2.560
H 6.535 0.572 -3.054
H 6.720 -1.800 -2.399
H 4.858 -2.898 -1.209
H 2.790 -1.631 -0.704
H 2.819 3.724 -1.395
H 2.467 5.189 -3.320
H 1.438 4.317 -5.387
H 0.726 1.953 -5.492
H 1.086 0.466 -3.571
C 2.318 -3.814 4.618
C 2.420 -3.256 3.214
O 1.946 -1.893 3.156
P 0.445 -1.472 2.993
S 0.110 0.337 3.663
S -0.056 -1.826 0.936
O -0.349 -2.659 3.684
C -1.775 -2.780 3.642
C -2.118 -4.253 3.507
H 2.883 -4.738 4.669
H 1.284 -4.013 4.884
H 2.734 -3.108 5.331
H 1.855 -3.863 2.502
H 3.463 -3.184 2.899
H -2.169 -2.204 2.794
H -2.178 -2.363 4.568
H -1.628 -4.677 2.631
H -3.192 -4.369 3.410
H -1.786 -4.800 4.387
C -6.108 -3.119 -0.168
Si -4.759 -3.251 -1.502
C -5.200 -2.380 -3.140
C -4.254 -5.065 -1.807
C -3.297 -2.242 -0.721
Te -1.762 -1.800 -2.144
C -0.849 -3.708 -1.848
Si 0.093 -4.212 -3.453
C 1.589 -3.031 -3.524
C 0.505 -6.050 -3.215
C -1.106 -3.882 -4.897
H -7.060 -3.483 -0.542
H -6.255 -2.097 0.167
H -5.858 -3.718 0.703
H -5.787 -3.030 -3.780
H -4.300 -2.104 -3.692
H -5.782 -1.477 -2.977
H -5.144 -5.665 -1.971
H -3.730 -5.506 -0.964
H -3.630 -5.174 -2.691
H -2.811 -2.771 0.099
H -3.686 -1.301 -0.339
H -1.656 -4.406 -1.646
H -0.207 -3.643 -0.973
H 2.364 -3.327 -2.823
H 1.293 -2.009 -3.277
H 2.038 -3.024 -4.513
H 1.028 -6.229 -2.282
H 1.131 -6.417 -4.019
H -0.397 -6.656 -3.205
H -1.259 -2.814 -5.046
H -2.079 -4.330 -4.715
H -0.735 -4.290 -5.831
*
```

Here are the Mulliken charges for atoms 1 to 6, given in e: -0.70 0.41 1.90 -2.13 0.39 -0.76

Entry 2:
Entry from the OMol25 dataset: a cluster of 2 separate species, C10H16O in total in a non-equilibrium geometry (ωB97M-V/def2-TZVPD).

Results
LUMO   0.89 eV
Molar mass   152.237 g mol⁻¹
Maximum force   4.10 eV/A
Energy above the lowest of the compared OMol25 structures with the same formula, charge and spin   203.9 kJ/mol
Energy   -465.82013 a.u.

ORCA input file:
```
! wB97M-V def2-TZVPD RIJCOSX def2/J DEFGRID3
* xyz 0 1
C -3.201 -0.968 0.021
C -1.886 -0.335 -0.453
C -1.688 1.081 -0.071
C -0.591 1.666 -0.545
C 0.392 1.019 -1.288
O 1.396 1.695 -2.019
C 0.247 -0.319 -1.627
C -0.950 -0.982 -1.208
H -3.991 -0.226 0.259
H -3.013 -1.553 0.912
H -3.505 -1.732 -0.749
H -2.452 1.701 0.368
H -0.371 2.751 -0.392
H 1.892 2.153 -1.385
H 0.965 -0.701 -2.396
H -1.145 -2.030 -1.512
C 2.234 -1.870 2.444
C 1.518 -0.984 1.417
C 1.604 0.405 2.051
H 1.473 -2.398 3.084
H 2.817 -2.655 2.011
H 2.933 -1.362 3.013
H 0.417 -1.327 1.222
H 2.004 -0.908 0.463
H 0.579 0.846 1.995
H 2.317 1.177 1.679
H 1.839 0.425 3.143
*
```

Here are the natural (NBO) charges for atoms 1 to 6, given in e: -0.63 0.00 -0.22 -0.24 0.25 -0.69

Entry 3:
Entry from the OMol25 dataset: a structure of composition C10H13Cl2O2PtS (ωB97M-V/def2-TZVPD).

Results
LUMO   -4.23 eV
Molar mass   463.263 g mol⁻¹
Maximum force   0.95 eV/A
Energy above the lowest of the compared OMol25 structures with the same formula, charge and spin   4.4 kJ/mol
Energy   -1976.93747 a.u.

ORCA input file:
```
! wB97M-V def2-TZVPD RIJCOSX def2/J DEFGRID3
* xyz 1 1
Pt -0.210 -0.350 -0.307
C 2.354 -0.935 -2.024
O 1.281 -1.538 -1.258
C 0.730 -2.712 -1.886
C -0.369 -3.212 -0.974
O -1.319 -2.148 -0.777
C -2.335 -2.074 -1.799
H 3.135 -1.681 -2.160
H 2.724 -0.103 -1.435
H 1.974 -0.591 -2.986
H 1.528 -3.448 -1.993
H 0.350 -2.448 -2.877
H 0.021 -3.462 0.011
H -0.873 -4.081 -1.398
H -2.930 -2.986 -1.764
H -1.890 -1.946 -2.785
H -2.955 -1.215 -1.562
Cl -1.370 0.239 1.535
C -0.678 1.804 2.027
C -1.214 2.414 3.142
C -0.648 3.611 3.546
C 0.416 4.154 2.837
C 0.916 3.506 1.723
Cl 2.223 4.202 0.836
C 0.375 2.295 1.280
S 0.971 1.531 -0.192
H -2.037 1.964 3.680
H -1.034 4.122 4.416
H 0.863 5.089 3.142
*
```

Here are the natural (NBO) charges for atoms 1 to 6, given in e: 0.67 -0.25 -0.54 -0.10 -0.10 -0.56

Among the records above, which one has the highest maximum force?
C45H59MoNO4PS2Si2Te